(1)
This record from the Open Molecules 2025 dataset describes the ion C6H13N4 with charge +1. The level of theory is ωB97M-V with the def2-TZVPD basis set.

## Properties
SMILES string   [H]/N=N/C(/C(C)=N/C)=[N+](C)C
Kohn-Sham gap   8.7 eV
Charge   +1
F_max   3.9 eV/Å
Lowest unoccupied orbital energy   -4.426 eV

Each line ends with the Mulliken charge.
Geometry (Å):
N 0.133400 -1.299827 -0.739932  0.15
H -1.675761 0.389816 1.913878  0.40
C -1.229790 1.319782 1.394651  -1.23
C 0.586642 3.074254 -0.394906  -0.81
H -0.969165 2.126911 2.172664  0.35
C 0.149429 -0.560398 0.319575  0.67
H 1.573101 -2.779495 -0.157475  0.37
N 1.017898 -1.351491 2.468881  -0.50
C -0.365527 -0.826282 -2.052577  -0.95
N 0.655714 1.703900 -0.092443  -0.33
H 0.634015 -3.212388 -1.568787  0.40
H -0.217933 -3.317594 -0.134382  0.35
H 0.105985 3.594999 0.377296  0.34
H 0.737872 -1.814281 3.338927  0.30
H -1.123263 -1.479782 -2.469944  0.37
C 0.615969 -2.653627 -0.656880  -0.98
H -2.077111 1.735272 0.673977  0.28
H 0.049354 3.094744 -1.465894  0.27
C -0.119573 0.951521 0.551199  0.37
H 1.693099 3.385130 -0.509605  0.30
H 0.495024 -0.869651 -2.601075  0.44
N 0.139724 -1.360456 1.666177  0.12
H -0.809102 0.148945 -2.033326  0.33

Forces on the atoms, in the same order (eV/Å):
N -0.6 1.5 0.6
H 0.6 1.7 -0.6
C -3.5 0.5 1.3
C 1.6 -0.1 -2.3
H -0.4 -1.3 -1.3
C 0.5 -1.0 3.0
H -0.2 0.3 0.1
N 2.2 0.9 0.4
C -1.1 -0.4 1.3
N 0.2 -3.0 -1.2
H 0.3 0.6 -1.1
H 1.7 1.5 -0.3
H -0.9 1.5 0.7
H -0.4 -0.3 0.0
H 0.1 -0.5 0.3
C -2.1 -2.9 1.6
H 1.5 -0.7 1.6
H 1.1 0.4 2.4
C 1.4 -0.4 -1.6
H -2.0 0.1 -0.1
H 1.9 0.3 -2.2
N -2.2 0.8 -2.9
H 0.2 0.6 0.4

---

(2)
This record from the Open Molecules 2025 dataset describes a cluster of 2 separate species, C6H13N4S2 in total. The level of theory is ωB97M-V with the def2-TZVPD basis set.

## Properties
Kohn-Sham gap (alpha / beta)   7.2 / 7.6 eV
Charge   +1
F_max   4.5 eV/Å
Lowest unoccupied orbital energy (alpha / beta)   -3.702 / -3.316 eV

Each line ends with the Mulliken charge.
Geometry (Å):
N -0.365784 -1.715445 1.055636  -1.19
H -1.983504 0.465378 -4.501243  0.36
H -1.533572 -1.110219 -4.551617  0.35
H -1.462007 -0.997106 2.533303  0.19
N -0.822526 -0.711600 1.825972  0.30
H 1.121554 2.109522 0.039627  0.31
H 1.279978 0.553273 -1.186450  0.40
H -1.554932 0.719509 3.896488  0.28
C 1.633451 -1.965277 0.076568  -0.84
C -1.613968 1.756949 3.560728  -0.92
S -0.314027 1.987921 2.330408  -0.02
H 1.468788 -3.052138 -0.266843  0.30
H -1.842653 2.553305 4.231972  0.36
S -1.232347 -0.316619 -2.233021  0.14
N 0.458312 -1.049676 0.148850  0.54
C 1.491454 1.095865 -0.193408  -0.57
H 2.523889 1.073258 0.161614  0.25
H -0.338440 0.213071 -4.316549  0.34
C -1.267533 -0.259602 -4.047772  -0.93
H 2.039422 -2.179824 1.032119  0.40
C 0.325624 -0.627031 -1.977001  -0.34
N 0.625844 0.211602 0.562967  -0.07
C -0.289815 0.436042 1.562661  0.61
H 2.377490 -1.487114 -0.519382  0.40
H -2.522580 1.668236 2.941016  0.34

Forces on the atoms, in the same order (eV/Å):
N -0.1 0.0 -1.2
H 0.0 -0.1 1.2
H 0.0 -2.7 -0.7
H -0.5 0.3 0.5
N -1.0 -0.2 0.1
H 0.1 -0.3 -1.0
H 1.1 1.8 0.3
H 0.4 0.6 1.2
C 0.7 -1.3 -1.2
C -1.7 -2.1 -2.4
S 0.3 0.5 0.2
H -0.7 2.1 -0.2
H 0.8 0.4 0.7
S -0.7 -0.3 -0.2
N -0.2 -4.5 0.4
C -1.0 -0.2 0.4
H 0.0 -0.4 -0.2
H 0.6 -0.6 -0.3
C -0.4 3.6 -0.1
H 0.2 0.6 1.3
C 0.0 -0.6 -0.8
N -0.3 1.6 2.8
C 1.9 1.4 -0.3
H 0.5 0.1 -0.7
H 0.0 0.4 0.2

---

(3)
This record from the Open Molecules 2025 dataset describes a cluster of 2 separate species, C6H13NO in total. The level of theory is ωB97M-V with the def2-TZVPD basis set.

## Properties
SMILES string   C=C/C(C)=C(\C)N.O
Kohn-Sham gap   8.3 eV
Charge   0
F_max   0.9 eV/Å
Lowest unoccupied orbital energy   0.831 eV

Each line ends with the Mulliken charge.
Geometry (Å):
H 2.858318 0.052466 -0.405455  0.36
H 0.264544 -3.778386 -0.905249  0.28
C -1.287086 0.040264 -1.068029  -1.30
O -2.540647 2.011582 1.741261  -0.68
H -2.934304 1.311400 1.192632  0.33
H -0.484967 2.089303 0.278710  0.22
H 1.645284 -1.715699 -0.949147  0.23
N 0.384593 1.757732 0.659686  -0.47
H -1.793239 1.549536 2.148320  0.34
C 0.065885 -0.324357 -0.497749  0.58
C 0.583423 -1.680752 -0.749492  -0.17
H -1.116758 0.445044 -2.059202  0.25
H -1.196055 -2.794003 -0.574443  0.21
C 2.292441 0.258633 0.502832  -1.45
C -0.136206 -2.789793 -0.766493  -0.92
H -1.792917 0.831290 -0.527817  0.19
C 0.853369 0.539289 0.170724  0.78
H 2.764119 1.144164 0.923820  0.37
H 2.433181 -0.602819 1.153194  0.32
H -1.925865 -0.824681 -1.106538  0.33
H 1.062896 2.479793 0.838430  0.18

Forces on the atoms, in the same order (eV/Å):
H 0.0 -0.1 -0.1
H 0.4 -0.1 -0.2
C 0.7 0.2 0.5
O 0.0 -0.7 -0.3
H 0.0 0.4 0.3
H 0.0 0.2 0.1
H 0.2 -0.3 0.1
N 0.0 -0.1 -0.1
H 0.0 0.3 0.0
C 0.1 -0.1 0.0
C 0.1 0.6 -0.2
H -0.2 -0.1 -0.5
H -0.3 0.2 0.0
C 0.2 0.0 -0.2
C -0.3 -0.4 0.1
H -0.2 0.0 0.3
C -0.2 0.1 0.0
H 0.0 -0.1 0.3
H 0.0 0.1 0.2
H -0.3 -0.2 -0.2
H 0.0 0.0 -0.1

---

(4)
This record from the Open Molecules 2025 dataset describes a structure of composition C6H13NO. The level of theory is ωB97M-V with the def2-TZVPD basis set.

## Properties
Kohn-Sham gap   5.0 eV
Charge   0
F_max   5.8 eV/Å
Lowest unoccupied orbital energy   -2.800 eV

Each line ends with the Mulliken charge.
Geometry (Å):
C 0.965837 -0.587872 1.719477  -0.59
C -0.626126 -0.728069 -0.161679  0.35
H -1.079120 -1.698764 -0.371439  0.40
H 0.910877 -0.987486 -1.677219  0.24
O 2.633286 -1.162301 -0.509259  -0.85
H -0.588480 1.948728 0.001628  0.28
H -1.763079 0.032745 -0.249819  0.04
C 1.038075 0.996819 -0.736648  -0.28
C 0.246871 -0.196486 -1.254730  -0.42
N -2.833242 0.383773 -0.044914  -0.56
C 0.484824 2.060929 -0.154985  -0.63
C -0.299252 -0.726074 1.236928  -0.53
H 1.038179 2.949082 0.110358  0.31
H -1.127037 -1.091224 1.833629  0.42
H -0.389795 0.163584 -2.072263  0.42
H 1.091805 -0.514763 2.801038  0.28
H 1.787385 -0.888346 1.034462  0.37
H 3.067756 -1.966379 -0.820318  0.12
H -3.609872 0.488786 -0.672184  0.15
H -3.049079 0.491512 0.931845  0.17
H 2.100194 1.031814 -0.943907  0.31

Forces on the atoms, in the same order (eV/Å):
C -0.3 -0.6 0.5
C 4.1 -4.1 0.5
H -1.0 0.6 -0.4
H 0.3 -0.3 0.9
O -0.2 -0.3 -0.3
H 0.1 0.8 0.4
H -4.8 2.0 -0.1
C 0.8 0.9 -0.7
C -0.9 2.0 1.2
N 2.0 0.0 0.4
C -0.7 -1.2 -0.5
C -0.5 0.4 -1.5
H -0.1 0.0 0.1
H 0.0 0.4 0.6
H 0.0 -0.3 -0.2
H 0.1 -0.3 -0.2
H 0.4 0.9 -0.2
H 0.1 0.1 0.2
H 0.5 -0.4 -0.5
H 0.2 -0.2 0.0
H 0.0 -0.5 0.0

---

(5)
This record from the Open Molecules 2025 dataset describes a structure of composition C6H13NO. The level of theory is ωB97M-V with the def2-TZVPD basis set.

## Properties
Kohn-Sham gap   8.4 eV
Charge   0
F_max   1.5 eV/Å
Lowest unoccupied orbital energy   0.770 eV

Each line ends with the Mulliken charge.
Geometry (Å):
C 0.150769 0.233416 -2.310295  -1.47
C 1.710468 0.232678 1.014295  -1.33
H -2.011887 1.177809 0.906017  0.34
H -0.234191 -0.781021 -2.249833  0.43
H 1.631190 0.812832 1.940717  0.29
H -0.453925 0.786401 -3.034631  0.35
H 2.521965 0.660364 0.423878  0.33
C -0.791523 -0.455717 0.596760  0.81
H 0.122607 -2.422381 0.700269  0.37
H 1.980138 -0.786144 1.309420  0.33
H -0.649542 -1.905745 2.205598  0.31
O 0.653841 2.210714 -1.022356  -0.53
C 0.136690 0.915768 -0.945105  0.21
H 0.778849 2.475164 -1.941916  0.35
H -1.646925 -2.402333 0.847787  0.35
H 1.181744 0.195995 -2.683502  0.41
H -1.683570 0.314389 2.255896  0.22
N -1.911010 0.233925 1.265652  -0.62
C -0.727422 -1.878306 1.112136  -1.57
C 0.429764 0.217365 0.246411  0.26
H -1.188030 0.164827 -0.637200  0.18

Forces on the atoms, in the same order (eV/Å):
C -0.5 0.1 0.1
C 0.0 0.2 0.1
H 0.0 0.0 0.0
H 0.0 0.0 0.0
H 0.0 0.0 0.0
H 0.0 0.0 0.0
H 0.0 -0.1 0.0
C -0.5 0.3 -1.2
H 0.0 0.0 0.0
H 0.0 0.0 -0.1
H 0.0 0.1 0.0
O 0.0 -0.3 -0.1
C 1.2 0.4 0.3
H 0.0 -0.1 0.0
H 0.0 0.0 0.0
H 0.0 0.0 0.1
H 0.0 0.1 0.0
N 0.2 0.0 0.2
C -0.1 0.0 -0.1
C -0.2 0.5 -0.2
H -0.2 -1.2 0.9

---

(6)
This record from the Open Molecules 2025 dataset describes the molecule C6H13NO. The level of theory is ωB97M-V with the def2-TZVPD basis set.

## Properties
SMILES string   C/C=C\[C@@H](CN)CO
Kohn-Sham gap   9.8 eV
Charge   0
F_max   6.8 eV/Å
Lowest unoccupied orbital energy   0.771 eV

Each line ends with the Mulliken charge.
Geometry (Å):
H 1.885009 2.072758 -0.951926  0.32
H 1.602828 1.060082 0.363448  0.32
H -0.147256 -0.349436 2.200518  0.43
C -2.062857 -0.188177 0.391754  -0.49
H -0.978955 1.040046 1.598034  0.34
H 1.885842 -1.721623 1.342135  0.54
H 1.673289 -2.428471 -0.869334  0.34
H 0.542954 -1.299145 -1.338253  0.19
C -0.691657 0.571415 0.661669  0.24
H -0.520722 1.063215 -1.499376  0.21
C 1.518088 -1.321652 -0.823650  -0.87
C 1.274599 -1.220304 0.685918  -0.89
C -0.225444 1.479796 -0.430033  -0.38
H -1.334540 -0.234653 -1.510401  0.29
H -0.967739 2.548272 -0.389821  0.25
O -2.124109 -0.846310 -0.858947  -0.49
H 2.337303 -0.879723 -1.399874  0.32
H -1.922216 -1.256375 1.101769  0.26
N 1.131668 2.055734 -0.026226  -0.66
H -3.048968 0.353226 0.552518  0.30
C 0.172891 -0.498667 1.200087  -0.58

Forces on the atoms, in the same order (eV/Å):
H -3.1 0.4 2.9
H -1.2 3.4 -0.7
H 1.1 -1.8 1.6
C 0.2 -3.4 1.2
H 0.2 1.3 -0.4
H 1.2 -1.3 1.3
H 0.4 0.6 -0.5
H 0.5 0.7 0.0
C -2.9 -1.1 -0.7
H 1.5 0.8 1.7
C -1.0 -2.6 0.6
C -4.4 4.3 -0.6
C -2.2 4.3 -0.7
H -3.8 -3.0 2.6
H 1.8 -3.2 -0.2
O 3.9 3.3 -3.5
H -0.2 0.4 0.6
H -1.1 3.4 -1.1
N 3.5 -4.9 -3.1
H 1.4 -0.3 0.2
C 4.2 -1.2 -1.3

---

The calculation returns the following ΔE to the lowest compared entry with this formula, charge and spin values, one per record and in order: 103.4, 127.3, 38.8, 206.4, 107.6, 154.2 kcal per mole.